Record 1
Entry from the Open Molecules 2025 dataset: a structure of composition C11H17ClLaO4S at a distorted geometry (wB97M-V/def2-TZVPD).

Atoms and positions in Å:
La -2.002 0.445 2.400
Cl 2.631 0.584 0.169
S -0.543 -2.146 2.462
O 0.875 -3.314 -2.089
O -0.634 0.181 -3.592
O 0.988 -1.277 -1.113
O -2.054 0.827 -1.985
C 0.290 -0.819 0.022
C -0.888 1.034 -2.838
C -1.965 0.463 -0.696
C 0.877 0.567 0.364
C 0.858 2.537 2.013
C 0.979 -2.692 -1.107
C -1.228 -0.857 -0.378
C 0.682 -1.865 1.121
C 1.100 -3.124 0.339
C -0.228 2.365 -2.664
C 0.649 1.035 1.809
H -1.882 -1.327 0.377
H -1.534 1.311 -0.032
H 0.360 3.131 1.244
H 1.929 2.710 1.904
H 1.288 0.481 2.505
H -1.103 -3.326 2.142
H 1.556 -1.546 1.684
H 0.742 2.247 -2.178
H 0.486 1.337 -0.300
H -0.406 0.809 2.047
H 0.563 2.893 3.003
H 0.566 -4.045 0.564
H -0.019 2.741 -3.665
H -1.287 -1.556 -1.217
H 2.160 -3.301 0.528
H -3.027 0.350 -0.391
H -0.849 3.094 -2.152

Values from the calculation:
2S+1: 1
E_tot in eV: -44054.38441
Charge: +3
Orbital gap in eV: 5.5778
LUMO in eV: -14.03

Record 2
Entry from the Open Molecules 2025 dataset: a cluster of 2 separate species, C3H3N3O in total at a distorted geometry (wB97M-V/def2-TZVPD).

Atoms and positions in Å:
O -2.246 -0.415 1.325
N 0.474 1.808 -0.683
N -0.564 2.180 -0.649
N 2.192 -0.226 0.138
C 0.982 -0.322 0.015
C -0.135 -1.009 0.132
C -1.451 -0.503 0.427
H -1.821 0.159 -0.403
H -0.023 -2.067 -0.009
H 2.631 0.539 -0.348

Values from the calculation:
SMILES string: N=C=CC=O.N#N
2S+1: 1
Relative energy (zero: lowest compared OMol25 entry of this formula, charge and spin) in kcal per mole: 61.48
E_tot in eV: -9674.78804
Charge: 0
Orbital gap in eV: 8.8605
LUMO in eV: -0.31

Record 3
Entry from the Open Molecules 2025 dataset: a cluster of 16 separate species, C68H182N14O19 in total at a distorted geometry (wB97M-V/def2-TZVPD).

Atoms and positions in Å:
O -2.775 -10.487 3.451
O -3.346 1.051 10.123
O -5.952 -6.694 -8.070
O -7.715 0.475 -8.473
O -6.515 -6.948 -0.480
O 3.092 -3.066 8.296
O -1.952 -1.042 -0.125
O 2.797 5.529 10.443
O -3.706 6.212 -0.427
O -0.248 11.212 4.075
O 5.614 10.109 -3.085
O 7.432 -3.550 2.268
O 0.377 -10.256 -2.862
O 4.856 7.896 7.144
O 4.352 -2.715 -6.900
O -5.288 -4.883 5.618
O 2.102 1.880 1.112
O 0.722 4.509 -6.496
O 8.786 5.133 -8.756
N 1.363 -7.239 -4.882
N -5.030 3.062 1.034
N -9.278 0.262 -10.973
N 6.232 -0.974 -4.218
N -2.321 -2.870 6.759
N 4.742 5.121 8.467
N -4.367 -9.513 1.203
N -0.397 5.056 -10.076
N 7.491 3.670 -6.538
N -0.666 0.553 2.301
N 7.527 -7.224 2.237
N 0.841 9.476 7.095
N -6.605 2.485 8.946
N -7.519 -9.928 -8.696
C 5.598 9.003 6.569
C -0.365 4.712 -5.709
C 4.440 5.461 7.089
C 2.945 2.612 0.214
C 1.479 -8.265 -3.905
C -8.610 -8.126 -7.436
C 3.925 -1.565 -4.222
C 5.303 6.656 6.626
C -4.503 3.939 -0.028
C 6.620 -2.389 1.991
C -4.691 -6.295 -7.472
C 9.528 5.343 -9.958
C -6.434 -4.504 4.838
C -9.640 -2.112 -10.553
C 0.055 9.779 5.955
C 0.266 1.614 2.757
C -2.803 0.564 11.321
C 0.681 4.991 -7.849
C -3.035 -5.034 7.742
C 0.338 11.126 5.413
C 0.937 2.518 1.615
C -7.522 -8.496 -8.448
C 2.538 4.555 9.437
C -5.278 1.939 8.802
C 3.943 -3.636 7.310
C -3.115 -4.089 6.458
C -2.185 -9.795 2.298
C -1.374 9.542 6.292
C -5.736 4.045 -0.986
C -1.430 -0.977 -1.425
C 1.196 -11.277 -3.354
C 4.706 9.360 -2.307
C -3.163 -9.691 4.570
C 5.283 -1.862 -4.820
C 1.661 5.877 11.223
C -6.315 -5.717 -1.186
C 5.309 -1.802 -6.348
C -4.545 -3.677 5.954
C -0.976 -1.508 0.828
C 7.001 -4.816 1.695
C 0.247 -9.138 -3.748
C 3.916 3.995 8.904
C -4.696 1.513 10.230
C 9.009 4.685 -4.978
C 5.418 -3.614 7.733
C -6.671 0.518 -7.528
C -9.316 -0.794 -9.969
C -3.159 -8.827 1.601
C -5.313 -7.640 -0.191
C 9.504 4.833 -7.506
C -4.190 5.306 0.557
C 7.965 -5.832 2.417
C -3.094 7.375 -0.030
C 0.003 -0.398 1.391
C 3.474 -5.041 7.022
C 9.430 -5.792 1.955
C -0.436 4.468 -8.742
C 4.143 -2.604 -8.342
C -6.055 -8.114 -8.014
C 3.619 8.882 -3.240
C 4.162 10.209 -1.190
C -4.329 3.102 8.268
C -8.016 -0.775 -9.032
C -0.214 2.933 -8.913
C 8.409 4.756 -6.358
C -5.492 -8.618 0.983
C -0.004 12.516 3.586
C 2.037 -7.664 -2.543
H -4.512 -2.994 5.105
H -2.629 -8.379 0.761
H 7.148 -4.906 0.618
H -10.183 -0.502 -9.377
H 2.207 -6.686 -4.907
H 0.728 2.713 -9.415
H -4.473 -6.979 0.025
H 6.772 -7.491 2.852
H 7.137 -1.289 -4.538
H 3.428 -3.277 -8.815
H -3.880 7.932 0.479
H -5.999 3.291 1.205
H -3.203 -4.433 8.636
H -7.440 -10.490 -7.861
H -2.287 7.305 0.700
H 0.357 0.173 0.534
H 6.160 10.629 -2.491
H -4.826 2.389 10.865
H 0.833 6.320 10.669
H -0.257 12.628 2.532
H 6.665 8.852 6.406
H 0.248 2.621 0.777
H -1.262 -9.322 2.634
H -7.050 2.811 8.101
H 5.184 9.257 5.593
H -1.507 0.989 1.949
H 4.940 10.541 -0.503
H 0.883 -0.824 1.872
H -2.173 -0.438 -2.013
H 5.641 -2.707 8.293
H 5.234 6.669 5.538
H 8.224 4.591 -4.227
H 9.676 -4.742 2.113
H 1.088 -11.548 -4.404
H -4.394 4.010 8.868
H 2.253 -8.970 -4.209
H -4.894 -8.111 -1.079
H 6.680 4.040 -6.063
H 3.127 7.998 -2.834
H 10.306 5.562 -7.388
H -1.745 10.234 7.048
H 1.275 4.989 11.725
H 1.866 4.977 8.689
H 2.532 -4.953 6.481
H -0.764 5.719 -5.830
H -3.680 -5.911 7.694
H 6.808 -2.228 0.930
H -9.604 -8.309 -7.843
H 1.963 3.810 9.987
H -3.285 -8.053 2.358
H -5.891 -5.066 -0.422
H 2.126 -8.303 -1.665
H 1.079 -12.125 -2.679
H -4.664 -5.212 -7.347
H -8.462 -10.099 -9.016
H 3.372 5.628 6.950
H -6.199 3.100 -1.273
H -3.677 3.450 -0.544
H 3.832 -1.598 -8.625
H -0.437 13.276 4.237
H 7.833 -5.728 3.494
H 1.665 4.751 -8.252
H -8.846 -2.451 -11.217
H 6.334 6.405 6.878
H 5.995 -5.091 2.012
H -8.398 -8.609 -6.482
H -4.614 -10.110 1.979
H 0.681 8.510 7.343
H -10.503 -1.998 -11.210
H -5.053 2.104 0.716
H 10.261 6.149 -9.934
H -2.672 -4.672 5.650
H -2.430 1.441 11.851
H 3.182 -2.162 -4.751
H -3.287 2.802 8.382
H 0.708 6.080 -7.832
H 6.182 -0.096 -4.714
H -0.164 2.361 -7.987
H -1.546 -1.938 1.651
H 9.730 3.868 -4.948
H -1.482 8.502 6.599
H 4.781 5.890 9.120
H 3.398 -5.565 7.975
H 9.524 5.623 -4.771
H 5.595 -4.403 8.464
H 10.119 3.945 -7.656
H -2.749 7.993 -0.858
H 5.563 -2.519 2.223
H -5.618 -8.104 1.935
H -6.480 3.369 9.419
H -8.446 -7.050 -7.381
H 3.859 -1.906 -3.189
H -1.830 -10.521 1.567
H -7.293 -5.137 5.060
H 3.749 11.151 -1.552
H -5.411 0.820 10.674
H -0.071 4.609 -4.665
H 5.073 -2.750 -8.892
H 10.006 4.430 -10.314
H -4.919 -3.033 6.750
H 5.128 8.511 -1.770
H -2.111 9.663 5.498
H 3.996 8.626 -4.231
H -5.354 1.052 8.173
H -5.275 -8.458 -8.693
H 1.426 11.198 5.409
H -6.211 -4.496 3.771
H -0.062 11.907 6.060
H -5.790 -8.464 -7.016
H 8.225 -7.861 2.595
H 2.303 2.912 -0.614
H -1.174 4.030 -5.971
H -5.517 4.599 -1.899
H -5.667 0.335 -7.911
H -4.507 -6.616 -6.447
H -6.877 -3.535 5.065
H -0.240 -9.434 -4.677
H 4.675 4.618 6.439
H 0.512 4.881 -10.481
H 9.618 -6.030 0.908
H -5.631 -5.814 -2.029
H -1.394 4.765 -8.315
H -1.282 -2.020 -1.703
H -7.283 -5.331 -1.507
H 6.301 -2.003 -6.753
H 1.365 -6.894 -2.166
H -2.276 -9.251 5.026
H 1.827 9.595 6.915
H -2.458 -2.158 6.056
H -0.912 2.449 -9.596
H -6.365 -9.251 0.825
H 5.080 -0.796 -6.698
H -8.923 1.108 -10.552
H 5.611 -2.886 -4.646
H -6.898 -0.177 -6.720
H -3.438 5.159 1.332
H 10.052 -6.459 2.552
H -7.734 -8.208 -9.478
H -2.830 -2.415 7.504
H -0.481 -2.399 0.443
H 3.368 9.723 -0.623
H -1.975 -0.092 11.051
H 1.483 -7.774 -5.731
H 7.746 5.621 -6.392
H 3.321 3.549 0.627
H -3.856 -8.910 4.258
H -4.559 3.474 7.270
H -2.004 -5.305 7.969
H -0.480 -8.439 -3.335
H -6.625 1.554 -7.196
H 7.092 -1.558 2.515
H -8.119 -1.435 -8.171
H -10.254 0.443 -11.161
H 5.464 10.004 6.977
H 1.168 3.513 1.996
H -0.490 -0.443 -1.568
H 0.967 1.135 3.440
H 8.773 5.554 -10.716
H 3.881 -3.063 6.384
H 3.674 -0.505 -4.234
H 2.866 9.655 -3.393
H 3.827 2.095 -0.165
H 1.062 12.734 3.655
H -1.024 4.530 -10.667
H 0.427 9.091 5.196
H -7.080 -1.146 -9.450
H -3.959 -6.666 -8.188
H -6.555 4.527 -0.452
H -9.940 -2.828 -9.787
H 4.392 3.531 9.767
H -3.524 -0.019 11.893
H 7.259 3.835 -7.507
H 6.127 -3.734 6.913
H 2.234 -10.967 -3.234
H 2.987 -7.172 -2.757
H -3.626 -10.261 5.376
H 2.183 -3.110 7.989
H 1.914 6.601 11.998
H 3.781 3.191 8.181
H 4.109 -5.525 6.280
H -0.287 2.263 3.436
H -5.022 5.815 1.044

Values from the calculation:
2S+1: 1
E_tot in eV: -133213.21972
Charge: 0
Orbital gap in eV: 8.4304
LUMO in eV: 0.01

Record 4
Entry from the Open Molecules 2025 dataset: a cluster of 2 separate species, C5H9N in total (wB97M-V/def2-TZVPD).

Atoms and positions in Å:
N 3.299 -0.369 -0.447
C -2.551 -0.530 -0.277
C 2.117 -0.242 -0.075
C 1.022 -0.869 0.691
C 0.241 1.634 0.055
C 0.911 0.503 0.115
H -1.967 -0.888 0.563
H 1.127 -0.989 1.762
H -3.511 -0.172 0.074
H -2.706 -1.343 -0.979
H -2.026 0.270 -0.778
H 0.619 2.483 -0.496
H -0.717 1.760 0.534
H 0.464 -1.672 0.227
H 3.678 0.423 -0.968

Values from the calculation:
SMILES string: [H]/N=C1/CC1=C.C
2S+1: 1
Relative energy (zero: lowest compared OMol25 entry of this formula, charge and spin) in kcal per mole: 69.55
E_tot in eV: -6817.97895
Charge: 0
Orbital gap in eV: 9.7293
LUMO in eV: 0.30

- What is the formula in the first record?
  C11H17ClLaO4S